[1]
{
  "formula": "C23H34O18",
  "method": "wB97M-V/def2-TZVPD",
  "elements": ["C", "C", "O", "C", "O", "O", "H", "H", "H", "H", "C", "C", "C", "O", "C", "O", "O", "H", "H", "H", "H", "H", "H", "C", "C", "C", "O", "C", "O", "O", "H", "H", "H", "H", "H", "H", "C", "C", "C", "O", "C", "O", "O", "H", "H", "H", "H", "H", "H", "C", "C", "C", "O", "C", "O", "O", "H", "H", "H", "H", "H", "H", "C", "C", "C", "O", "C", "O", "O", "H", "H", "H", "H", "H", "H"],
  "coordinates": [[-1.5910, 23.3116, 7.7932], [-1.9426, 23.3317, 9.2751], [-3.2259, 23.9574, 9.3095], [-3.4381, 24.6039, 8.1345], [-4.3569, 25.3168, 7.9144], [-2.4520, 24.3199, 7.2533], [-1.7761, 22.3453, 7.3231], [-0.5626, 23.5981, 7.5851], [-1.2388, 23.9349, 9.8529], [-1.9864, 22.3514, 9.7460], [-4.2491, 28.4237, 17.9345], [-5.5187, 28.7802, 17.2022], [-6.2680, 27.6562, 16.4697], [-7.5980, 27.7297, 16.9720], [-7.6752, 28.6507, 17.9582], [-8.6583, 28.8813, 18.5828], [-6.4896, 29.2661, 18.1348], [-4.4471, 27.8686, 18.8558], [-3.7309, 29.3267, 18.2568], [-3.5904, 27.8372, 17.2931], [-5.2637, 29.5275, 16.4496], [-5.8662, 26.6681, 16.7155], [-6.2563, 27.8034, 15.3937], [2.6249, 28.0535, 10.8363], [2.2896, 26.8834, 9.9567], [1.0992, 27.0826, 9.0101], [1.5975, 26.6874, 7.7302], [2.9377, 26.5302, 7.7799], [3.6290, 26.3236, 6.8387], [3.3775, 26.6181, 9.0507], [1.9226, 28.0636, 11.6703], [2.5729, 29.0096, 10.3132], [3.6267, 27.9803, 11.2610], [2.1513, 25.9963, 10.5789], [0.8071, 28.1332, 8.9590], [0.2190, 26.5106, 9.2821], [-4.3949, 22.1684, 13.6868], [-3.5004, 20.9585, 13.7396], [-3.9690, 19.7851, 12.8557], [-3.1029, 19.8385, 11.7181], [-2.1210, 20.7391, 11.9264], [-1.2695, 21.0003, 11.1416], [-2.2480, 21.3145, 13.1436], [-5.4193, 21.9899, 14.0161], [-4.4408, 22.5387, 12.6604], [-3.9903, 22.9440, 14.3320], [-3.3295, 20.5662, 14.7406], [-5.0136, 19.8494, 12.5498], [-3.8568, 18.8029, 13.3213], [-3.3806, 25.5897, 14.2541], [-2.0218, 25.6479, 13.6311], [-1.8187, 24.8142, 12.3781], [-0.8305, 25.5987, 11.6724], [-1.0090, 26.8943, 12.0298], [-0.5544, 27.8147, 11.4306], [-1.7865, 26.9752, 13.1263], [-4.2018, 25.4251, 13.5556], [-3.6002, 26.5746, 14.6868], [-3.4490, 24.9021, 15.0929], [-1.2758, 25.3985, 14.3898], [-2.7183, 24.7832, 11.7604], [-1.4152, 23.8205, 12.5475], [-0.0607, 31.2308, 12.6186], [-0.5660, 30.2452, 13.6445], [-0.5711, 30.6786, 15.1189], [-1.8978, 30.3350, 15.5676], [-2.6018, 29.7833, 14.5636], [-3.7011, 29.3400, 14.6790], [-1.9323, 29.8838, 13.4012], [0.1615, 30.6900, 11.7000], [0.8566, 31.6858, 12.9913], [-0.8192, 31.9808, 12.4015], [0.0093, 29.3141, 13.5777], [-0.4827, 31.7630, 15.2278], [0.1616, 30.1975, 15.7583]],
  "mulliken_charge": [-0.354, 0.550, -0.320, 0.635, -0.543, -0.350, 0.269, 0.295, -0.102, -0.020, -1.351, 0.828, -0.153, -0.391, 0.496, -0.527, -0.408, 0.426, 0.286, 0.252, 0.104, 0.193, 0.272, -1.225, 0.716, 0.148, -0.394, 0.523, -0.531, -0.430, 0.149, 0.345, 0.409, 0.154, 0.262, -0.106, -0.852, 0.394, -0.590, -0.338, 0.680, -0.587, -0.320, 0.425, 0.263, 0.017, 0.339, 0.301, 0.299, -1.283, 0.648, -0.482, -0.329, 0.363, -0.408, -0.218, 0.342, 0.123, 0.415, 0.179, 0.370, 0.133, -1.460, 0.863, -0.356, -0.335, 0.654, -0.537, -0.307, 0.243, 0.400, 0.355, -0.063, 0.281, 0.274],
  "total_charge": 0,
  "smiles": "C[C@H]1COC(=O)O1.C[C@H]1COC(=O)O1.C[C@H]1COC(=O)O1.C[C@H]1COC(=O)O1.C[C@H]1COC(=O)O1.O=C1OCCO1",
  "molar_mass_g_mol": 598.5,
  "de_lowest_kj_mol": 0.0
}

***

[2]
{
  "formula": "C23H35Al",
  "method": "wB97M-V/def2-TZVPD",
  "elements": ["Al", "C", "C", "C", "C", "C", "C", "H", "H", "H", "H", "H", "H", "C", "C", "C", "C", "C", "C", "C", "C", "C", "C", "C", "C", "C", "C", "C", "C", "C", "H", "H", "H", "H", "H", "H", "H", "H", "H", "H", "H", "H", "H", "H", "H", "H", "H", "H", "H", "H", "H", "H", "H", "H", "H", "H", "H", "H", "H"],
  "coordinates": [[-0.6088, 0.1511, 0.9484], [-2.0456, 1.7740, 2.0702], [-2.9698, 1.2203, 1.1754], [-3.1784, -0.1569, 1.1436], [-2.4681, -0.9966, 2.0096], [-1.5549, -0.4529, 2.9288], [-1.3392, 0.9426, 2.9565], [-1.8611, 2.8409, 2.0735], [-3.5066, 1.8667, 0.4931], [-3.8707, -0.5827, 0.4297], [-2.6106, -2.0687, 1.9677], [-0.9983, -1.1007, 3.5952], [-0.6199, 1.3660, 3.6466], [0.9624, 1.1407, 0.0220], [0.0940, 0.5498, -0.9935], [0.1372, -0.8944, -0.7585], [1.0098, -1.0988, 0.3757], [1.5416, 0.1347, 0.8416], [2.5690, 0.3245, 1.9403], [2.6440, 1.7919, 2.3631], [3.9233, -0.1088, 1.3538], [2.2363, -0.5450, 3.1576], [-0.4383, -2.0956, -1.5271], [0.0715, -2.0581, -2.9752], [0.0767, -3.4053, -0.9123], [-1.9722, -2.1612, -1.4723], [-0.5002, 1.4508, -2.0824], [0.5510, 1.5508, -3.2049], [-1.8396, 0.9836, -2.6542], [-0.7269, 2.8674, -1.5260], [1.1838, 2.1916, 0.1071], [1.2493, -2.0656, 0.7878], [2.9725, 2.4341, 1.5447], [3.3652, 1.9060, 3.1715], [1.6804, 2.1628, 2.7293], [4.1682, 0.4702, 0.4623], [3.9200, -1.1668, 1.0871], [4.7100, 0.0531, 2.0908], [1.3169, -0.2084, 3.6490], [3.0340, -0.4708, 3.8963], [2.1332, -1.6002, 2.8999], [1.1605, -1.9900, -2.9974], [-0.3349, -1.2333, -3.5515], [-0.2154, -2.9822, -3.4773], [1.1625, -3.4888, -0.9747], [-0.3465, -4.2406, -1.4690], [-0.2323, -3.5274, 0.1291], [-2.4610, -1.2267, -1.7375], [-2.2994, -2.4646, -0.4735], [-2.3311, -2.9255, -2.1619], [0.7442, 0.5876, -3.6713], [1.4960, 1.9407, -2.8237], [0.1919, 2.2335, -3.9760], [-1.7895, 0.0205, -3.1510], [-2.1710, 1.7079, -3.3980], [-2.6121, 0.9418, -1.8794], [0.1974, 3.3843, -1.2724], [-1.3770, 2.8520, -0.6448], [-1.2235, 3.4745, -2.2817]],
  "mulliken_charge": [-0.764, -0.778, -0.258, -0.292, -0.424, -0.502, -0.222, 0.553, 0.549, 0.570, 0.596, 0.698, 0.742, -0.575, 0.514, 0.153, -0.328, -0.864, 1.953, -1.614, -1.728, -1.272, 2.064, -1.595, -2.091, -1.229, 2.073, -1.599, -1.658, -1.593, 0.385, 0.733, 0.398, 0.437, 0.272, 0.389, 0.360, 0.488, 0.206, 0.469, 0.307, 0.384, 0.228, 0.508, 0.425, 0.451, 0.371, 0.033, 0.275, 0.516, 0.275, 0.342, 0.496, 0.281, 0.583, 0.202, 0.389, 0.258, 0.459],
  "total_charge": 2,
  "total_energy_ha": -1139.273056,
  "molar_mass_g_mol": 338.5
}

***

[3]
{
  "formula": "C23H35N2OPd",
  "method": "wB97M-V/def2-TZVPD",
  "elements": ["C", "C", "C", "C", "C", "Pd", "C", "C", "H", "C", "H", "H", "C", "H", "H", "H", "C", "H", "H", "H", "C", "H", "H", "H", "C", "H", "H", "H", "C", "H", "H", "H", "C", "H", "H", "H", "C", "H", "H", "H", "C", "C", "C", "C", "H", "C", "H", "C", "H", "H", "H", "C", "N", "C", "N", "O", "H", "H", "H", "H", "H", "H"],
  "coordinates": [[1.5146, -1.9954, 0.7995], [2.0129, -1.3378, -0.3505], [1.0343, -1.4163, -1.3901], [-0.0714, -2.2020, -0.8924], [0.1955, -2.5021, 0.5015], [-0.5522, -0.4456, 0.2842], [-2.4712, 1.5191, -1.1926], [-2.1749, 0.9701, 0.1420], [-2.1114, 1.6744, 1.0053], [-2.7270, -0.3011, 0.4217], [-3.1432, -0.9092, -0.3646], [-2.9662, -0.6396, 1.4169], [-3.0357, 2.9702, -1.3293], [-2.5785, 3.6138, -0.5515], [-2.8466, 3.3912, -2.3293], [-4.0719, 2.9674, -1.1722], [-2.4546, 0.6112, -2.4387], [-1.6753, -0.1640, -2.3833], [-3.4053, 0.0763, -2.4771], [-2.3790, 1.1914, -3.3721], [3.3355, -0.6704, -0.4484], [3.5454, -0.0568, 0.4408], [4.1461, -1.4088, -0.5350], [3.3892, -0.0165, -1.3241], [1.1751, -0.9053, -2.7690], [1.6430, 0.0842, -2.7776], [1.8091, -1.5777, -3.3698], [0.2063, -0.8307, -3.2740], [-1.2005, -2.7780, -1.6641], [-1.2504, -2.3450, -2.6655], [-1.0822, -3.8640, -1.7658], [-2.1450, -2.5857, -1.1451], [-0.6277, -3.3825, 1.3576], [-1.6620, -3.4090, 0.9991], [-0.2384, -4.4089, 1.3557], [-0.6305, -3.0186, 2.3919], [2.2254, -2.1922, 2.0851], [1.5277, -2.4830, 2.8800], [2.9708, -2.9948, 1.9927], [2.7562, -1.2849, 2.4058], [1.3002, 2.1274, -0.9467], [-0.0272, 2.2520, -1.6094], [2.4584, 2.6747, -1.3155], [0.0813, 2.6559, -2.8697], [-1.0429, 2.2176, -1.0087], [2.5865, 3.0015, -2.6431], [3.2294, 2.7406, -0.5891], [1.3981, 2.9573, -3.3761], [-0.7796, 2.6941, -3.5497], [3.5880, 3.2367, -3.1118], [1.4889, 3.0711, -4.4370], [-1.0800, -0.2816, 5.4350], [0.0395, 0.3725, 4.7827], [0.1967, 0.3744, 3.4192], [1.2810, 1.0173, 2.9444], [-0.6358, -0.2351, 2.6734], [-1.7325, -0.7367, 4.6913], [-1.6472, 0.4436, 6.0331], [-0.7139, -1.0602, 6.1231], [0.7271, 0.8501, 5.3146], [1.4255, 1.1159, 1.9551], [1.8726, 1.5676, 3.5868]],
  "mulliken_charge": [1.198, 0.693, 1.350, -0.232, 0.574, 0.347, 0.440, 0.105, 0.504, -0.986, 0.259, 0.256, -1.201, 0.368, 0.301, 0.416, -1.334, 0.010, 0.461, 0.433, -1.672, 0.283, 0.356, 0.419, -1.522, 0.150, 0.388, 0.371, -1.543, 0.353, 0.370, 0.283, -1.860, 0.377, 0.340, 0.327, -1.611, 0.350, 0.394, 0.327, -0.168, 0.620, -0.742, 0.050, -0.033, -0.305, 0.504, -0.772, 0.202, 0.336, 0.360, -0.813, -0.283, 0.749, -0.294, -0.494, 0.258, 0.309, 0.302, 0.142, 0.008, 0.226],
  "total_charge": 1,
  "total_energy_ha": -1209.589684,
  "spin_multiplicity": 5,
  "molar_mass_g_mol": 462.0,
  "s2": 6.027
}